(1)
A molecular structure, C36H32BrMnN5O2Se. Source: the OMol25 dataset; level of theory: ωB97M-V/def2-TZVPD.

Geometry as ORCA input:
```
! RIJCOSX wB97M-V def2-TZVPD def2/J DEFGRID3
* xyz 2 4
Mn 0.55 -0.73 -0.78
O 0.35 3.25 2.68
C 0.90 3.85 1.58
C 1.35 5.16 1.58
C 1.93 5.68 0.43
C 2.06 4.91 -0.71
C 1.60 3.60 -0.70
C 1.01 3.07 0.44
C 0.48 1.67 0.50
O 0.45 1.06 -0.78
N 1.34 0.83 1.35
N 1.00 -0.50 1.14
C 1.05 -1.39 2.06
C 0.80 -2.78 1.77
Br 0.66 -3.18 -0.11
C 0.72 -3.79 2.64
C 0.71 -3.67 4.09
C 1.38 -4.63 4.85
C 1.42 -4.53 6.23
C 0.75 -3.49 6.86
C 0.04 -2.55 6.12
C 0.02 -2.64 4.74
H 0.27 3.88 3.40
H 1.26 5.77 2.48
H 2.28 6.71 0.44
H 2.52 5.32 -1.60
H 1.70 2.98 -1.59
H -0.54 1.66 0.91
H 1.29 1.11 2.33
H 1.30 -1.13 3.08
H 0.67 -4.80 2.24
H 1.89 -5.45 4.35
H 1.95 -5.27 6.81
H 0.77 -3.42 7.94
H -0.51 -1.77 6.62
H -0.58 -1.95 4.17
N -0.18 -0.94 -2.66
C 0.17 -2.19 -3.30
C -0.83 -2.99 -3.83
C -0.50 -4.20 -4.41
C 0.83 -4.60 -4.46
C 1.82 -3.80 -3.92
C 1.51 -2.57 -3.34
C 2.56 -1.70 -2.76
C 3.85 -1.70 -3.29
C 4.85 -0.91 -2.74
C 4.59 -0.09 -1.65
C 3.30 -0.04 -1.12
C 2.33 -0.85 -1.68
H -1.19 -0.91 -2.53
H 0.11 -0.13 -3.21
H -1.86 -2.66 -3.79
H -1.28 -4.83 -4.83
H 1.09 -5.55 -4.90
H 2.85 -4.14 -3.94
H 4.07 -2.31 -4.16
H 5.85 -0.94 -3.17
H 5.37 0.52 -1.22
H 3.09 0.62 -0.29
C -5.25 0.17 0.05
N -4.15 1.01 -0.40
C -2.85 0.67 -0.47
Se -2.12 -0.97 0.00
N -2.17 1.73 -0.95
C -3.04 2.79 -1.19
C -2.83 4.08 -1.65
C -3.95 4.88 -1.76
C -5.23 4.42 -1.41
C -5.43 3.13 -0.94
C -4.30 2.33 -0.83
H -4.85 -0.76 0.44
H -5.92 -0.04 -0.78
H -5.79 0.69 0.84
H -1.16 1.73 -1.04
H -1.85 4.45 -1.92
H -3.84 5.90 -2.12
H -6.07 5.08 -1.52
H -6.41 2.78 -0.68
*
```

Summary:
energy above the lowest of the compared OMol25 structures with the same formula, charge and spin = 1.8 kcal per mole
max |F| = 0.01671 Eh/bohr
gap between HOMO and LUMO (spin up / spin down) = 6.03 / 6.55 eV
LUMO (spin up / spin down) = -7.15 / -6.63 eV
HOMO (spin up / spin down) = -13.18 / -13.18 eV



(2)
A molecular structure, C36H32Cl3IMnN6O3. Source: the OMol25 dataset; level of theory: ωB97M-V/def2-TZVPD.

Geometry as ORCA input:
```
! RIJCOSX wB97M-V def2-TZVPD def2/J DEFGRID3
* xyz 2 4
Mn 0.70 -0.18 -0.35
C -1.87 -3.49 2.06
C -0.48 -4.01 1.82
C -0.26 -5.36 1.92
C 0.95 -5.93 1.55
C 1.98 -5.15 1.02
C 1.85 -3.78 0.90
C 3.04 -2.99 0.48
C 0.61 -3.17 1.36
N 0.49 -1.83 1.34
C -0.17 -1.27 2.46
O -0.19 -1.77 3.55
C -0.77 0.08 2.21
C -1.46 0.78 3.18
C -1.96 2.04 2.85
C -1.74 2.56 1.59
C -1.03 1.79 0.68
N -0.58 0.58 0.99
C -0.71 2.21 -0.72
O -1.09 3.25 -1.18
N 0.01 1.24 -1.38
C 0.18 1.36 -2.81
C 1.32 1.99 -3.32
C 2.28 2.73 -2.43
C 1.51 1.99 -4.69
C 0.58 1.41 -5.54
C -0.58 0.87 -5.02
C -0.82 0.87 -3.65
C -2.19 0.47 -3.15
H -2.59 -4.23 1.74
H -2.07 -2.56 1.52
H -2.03 -3.29 3.12
H -1.07 -6.00 2.26
H 1.10 -7.00 1.65
H 2.91 -5.61 0.74
H 3.56 -3.50 -0.33
H 3.74 -2.88 1.31
H 2.79 -1.99 0.15
H -1.59 0.33 4.15
H -2.51 2.61 3.59
H -2.09 3.53 1.27
H 2.36 2.27 -1.44
H 1.94 3.75 -2.28
H 3.28 2.77 -2.87
H 2.40 2.47 -5.10
H 0.74 1.42 -6.61
H -1.35 0.50 -5.68
H -2.91 1.22 -3.47
H -2.26 0.41 -2.07
H -2.51 -0.48 -3.59
C 2.62 2.90 1.40
C 2.72 1.41 1.53
O 2.09 0.70 0.73
C 3.52 0.81 2.60
C 3.34 -0.53 2.95
C 4.06 -1.07 4.00
C 4.98 -0.29 4.68
C 5.18 1.04 4.33
C 4.44 1.60 3.31
H 1.88 3.17 0.65
H 3.59 3.31 1.10
H 2.36 3.35 2.36
H 2.62 -1.13 2.41
H 3.90 -2.10 4.29
H 5.55 -0.71 5.50
H 5.90 1.65 4.87
H 4.59 2.64 3.05
I 5.66 0.29 -3.79
C 3.86 -0.36 -3.08
C 2.88 -1.06 -3.76
N 1.85 -1.22 -2.92
N 2.09 -0.64 -1.72
C 3.31 -0.11 -1.83
H 2.85 -1.46 -4.76
H 0.97 -1.67 -3.11
H 3.75 0.42 -1.00
Cl -3.63 -2.94 -2.13
C -1.94 -3.31 -2.38
Cl -1.49 -4.85 -1.69
Cl -1.47 -3.21 -4.08
C -1.13 -2.27 -1.67
N -0.49 -1.46 -1.18
*
```

Summary:
max |F| = 0.02220 Eh/bohr
gap between HOMO and LUMO (spin up / spin down) = 7.37 / 5.55 eV
LUMO (spin up / spin down) = -6.19 / -8.01 eV
HOMO (spin up / spin down) = -13.55 / -13.56 eV



(3)
A molecular structure, C36H32FP2Tb. Source: the OMol25 dataset; level of theory: ωB97M-V/def2-TZVPD.

Geometry as ORCA input:
```
! RIJCOSX wB97M-V def2-TZVPD def2/J DEFGRID3
* xyz 2 7
C 0.61 -1.10 -1.83
C -0.36 -1.56 -0.94
C -1.67 -1.69 -1.44
C -1.97 -1.48 -2.78
C -0.96 -1.15 -3.69
C 0.33 -0.98 -3.17
P 0.05 -1.80 0.81
C -1.23 -3.00 1.34
C -2.25 -2.52 2.18
C -3.32 -3.36 2.49
C -3.36 -4.68 2.05
C -2.32 -5.19 1.26
C -1.25 -4.33 0.91
Tb -0.51 0.37 2.47
P 0.07 1.76 0.27
C -1.29 1.96 -0.87
C -1.14 2.30 -2.22
C -2.27 2.30 -3.03
C -3.52 1.96 -2.52
C -3.65 1.62 -1.18
C -2.55 1.62 -0.34
C -0.30 3.07 1.59
C 0.51 2.91 2.76
C 0.29 3.75 3.86
C -0.67 4.75 3.78
C -1.44 4.93 2.63
C -1.27 4.08 1.53
C 1.64 2.24 -0.46
C 2.69 1.35 -0.22
C 3.94 1.65 -0.72
C 4.15 2.82 -1.45
C 3.10 3.71 -1.65
C 1.83 3.46 -1.13
C 1.61 -2.73 0.80
C 2.04 -3.56 -0.25
C 3.27 -4.24 -0.18
C 4.06 -4.13 0.97
C 3.62 -3.34 2.03
C 2.42 -2.63 1.95
H 1.32 2.15 2.78
H 0.91 3.61 4.74
H -0.82 5.42 4.63
H -2.18 5.73 2.57
H -1.91 4.15 0.63
H -0.13 2.50 -2.61
H -2.14 2.55 -4.07
H -4.38 1.96 -3.17
H -4.61 1.35 -0.78
H -2.68 1.30 0.71
H 2.52 0.44 0.38
H 4.76 0.97 -0.54
H 5.13 3.03 -1.88
H 3.25 4.63 -2.20
H 1.01 4.18 -1.22
H 1.43 -3.66 -1.16
H 3.60 -4.86 -1.02
H 5.02 -4.65 1.02
H 4.23 -3.27 2.92
H 2.12 -1.98 2.77
H -2.27 -1.48 2.59
H -4.14 -2.98 3.09
H -4.21 -5.34 2.31
H -2.34 -6.24 0.92
H -0.43 -4.73 0.29
H -2.48 -1.92 -0.73
H -3.01 -1.56 -3.14
H -1.20 -1.00 -4.74
H 1.20 -0.70 -3.77
H 1.62 -0.79 -1.49
H 0.10 1.02 -4.79
H 0.72 0.85 -4.38
F 1.03 0.19 3.74
*
```

Summary:
energy above the lowest of the compared OMol25 structures with the same formula, charge and spin = 7.5 kcal per mole
max |F| = 0.03950 Eh/bohr
gap between HOMO and LUMO (spin up / spin down) = 7.31 / 7.75 eV
LUMO (spin up / spin down) = -6.86 / -6.38 eV
HOMO (spin up / spin down) = -14.18 / -14.14 eV



(4)
A molecular structure, C36H32N4O4PTa. Source: the OMol25 dataset; level of theory: ωB97M-V/def2-TZVPD.

Geometry as ORCA input:
```
! RIJCOSX wB97M-V def2-TZVPD def2/J DEFGRID3
* xyz 2 1
Ta 0.87 -0.90 -0.56
O -0.45 -1.87 -4.28
C 0.21 -1.87 -3.29
O -0.19 -1.38 -2.10
C 1.65 -2.32 -3.20
C 2.40 -3.06 -4.09
C 3.72 -3.34 -3.75
C 4.27 -2.87 -2.55
C 3.45 -2.13 -1.72
N 2.19 -1.88 -2.07
C 3.77 -1.50 -0.38
O 4.84 -1.49 0.12
O 2.65 -0.95 0.13
H 1.96 -3.42 -5.01
H 4.33 -3.93 -4.42
H 5.29 -3.08 -2.27
C 0.92 2.95 4.70
C 1.82 2.06 4.13
C 1.39 1.18 3.15
C 0.05 1.20 2.75
C -0.84 2.10 3.31
C -0.40 2.97 4.29
P -0.46 -0.09 1.58
C -2.19 0.23 1.13
C -3.19 -0.72 1.35
C -4.49 -0.44 0.96
C -4.80 0.76 0.35
C -3.80 1.71 0.13
C -2.50 1.44 0.51
C -0.44 -1.61 2.56
C -0.78 -1.64 3.89
C -0.80 -2.86 4.58
C -0.49 -4.02 3.94
C -0.14 -4.02 2.57
C 0.18 -5.22 1.88
C 0.50 -5.19 0.55
C 0.55 -3.97 -0.14
C 0.30 -2.77 0.49
C -0.09 -2.79 1.86
H 1.26 3.63 5.48
H 2.85 2.04 4.46
H 2.08 0.48 2.71
H -1.88 2.11 3.01
H -1.10 3.67 4.74
H -2.95 -1.66 1.83
H -5.26 -1.18 1.13
H -5.82 0.97 0.05
H -4.05 2.66 -0.34
H -1.72 2.18 0.35
H -1.05 -0.72 4.40
H -1.07 -2.87 5.63
H -0.52 -4.97 4.46
H 0.14 -6.16 2.42
H 0.72 -6.11 0.02
H 0.80 -4.00 -1.20
C -1.51 3.04 -4.09
C -2.09 1.74 -3.57
N -1.26 1.25 -2.47
C -0.28 1.94 -1.87
N 0.63 1.26 -1.11
C 1.65 2.06 -0.39
C 2.00 3.34 -1.12
C 0.72 4.11 -1.32
N -0.25 3.27 -2.02
C -1.23 3.93 -2.89
H -2.21 3.53 -4.78
H -0.58 2.85 -4.63
H -2.11 0.98 -4.35
H -3.12 1.89 -3.22
H -1.28 0.26 -2.32
H 2.54 1.44 -0.28
H 1.29 2.30 0.61
H 2.46 3.12 -2.08
H 2.72 3.91 -0.52
H 0.89 5.01 -1.91
H 0.31 4.43 -0.35
H -0.82 4.88 -3.20
H -2.15 4.12 -2.34
*
```

Summary:
max |F| = 0.02527 Eh/bohr
gap between HOMO and LUMO = 6.30 eV
LUMO = -7.06 eV
HOMO = -13.36 eV



(5)
A molecular structure, C36H33As2IrN4O2S. Source: the OMol25 dataset; level of theory: ωB97M-V/def2-TZVPD.

Geometry as ORCA input:
```
! RIJCOSX wB97M-V def2-TZVPD def2/J DEFGRID3
* xyz 2 1
Ir -0.01 0.34 0.22
N 6.46 -4.48 -1.60
C 5.51 -3.54 -1.36
C 5.64 -2.66 -0.27
C 4.67 -1.72 -0.02
C 3.56 -1.65 -0.87
C 3.42 -2.51 -1.96
C 4.39 -3.44 -2.21
S 2.29 -0.60 -0.46
O 2.73 0.60 0.22
O 1.37 -0.36 -1.59
N 1.23 -1.35 0.58
C 1.41 -1.11 1.95
N 0.54 -0.21 2.40
C 0.59 0.11 3.69
C 1.52 -0.48 4.52
C 2.40 -1.38 3.94
N 2.35 -1.70 2.65
H 7.27 -4.56 -1.00
H 6.38 -5.11 -2.37
H 6.51 -2.73 0.37
H 4.77 -1.04 0.81
H 2.55 -2.43 -2.61
H 4.30 -4.11 -3.05
H -0.12 0.84 4.05
H 1.55 -0.24 5.57
H 3.17 -1.87 4.53
C -2.04 3.01 1.11
C -2.80 1.84 1.73
As -2.37 0.19 0.78
C -3.92 -0.40 -0.18
C -5.11 -0.39 0.52
C -6.23 -0.97 -0.06
C -6.14 -1.56 -1.31
C -4.94 -1.57 -2.00
C -3.81 -0.99 -1.44
C -2.26 -1.20 2.11
C -1.73 -2.42 1.70
C -1.58 -3.44 2.62
C -1.96 -3.25 3.95
C -2.51 -2.04 4.35
C -2.67 -1.01 3.43
As -0.13 2.68 0.88
C 0.37 4.00 -0.40
C 0.20 5.34 -0.06
C 0.48 6.31 -1.00
C 0.95 5.95 -2.26
C 1.14 4.61 -2.58
C 0.85 3.63 -1.65
C 0.70 3.20 2.51
C -0.04 3.34 3.68
C 0.60 3.74 4.85
C 1.97 4.00 4.83
C 2.70 3.84 3.66
C 2.07 3.44 2.50
H -2.19 3.93 1.68
H -2.38 3.19 0.09
H -3.87 2.03 1.65
H -2.56 1.68 2.78
H -5.18 0.06 1.51
H -7.17 -0.96 0.48
H -7.02 -2.02 -1.75
H -4.87 -2.03 -2.98
H -2.87 -0.98 -1.97
H -1.44 -2.57 0.67
H -1.16 -4.39 2.31
H -1.84 -4.05 4.67
H -2.84 -1.91 5.37
H -3.11 -0.08 3.75
H -0.15 5.62 0.93
H 0.35 7.36 -0.75
H 1.17 6.71 -2.99
H 1.51 4.34 -3.56
H 1.00 2.58 -1.89
H -1.10 3.15 3.70
H 0.03 3.87 5.76
H 2.46 4.33 5.74
H 3.77 4.04 3.65
H 2.64 3.32 1.58
*
```

Summary:
energy above the lowest of the compared OMol25 structures with the same formula, charge and spin = 41.2 kcal per mole
max |F| = 0.07272 Eh/bohr
gap between HOMO and LUMO (spin up / spin down) = 5.68 / 5.44 eV
LUMO (spin up / spin down) = -7.21 / -7.46 eV
HOMO (spin up / spin down) = -12.89 / -12.90 eV



(6)
A molecular structure, C36H33BF4N7P2S4SbSe2W. Source: the OMol25 dataset; level of theory: ωB97M-V/def2-TZVPD.

Geometry as ORCA input:
```
! RIJCOSX wB97M-V def2-TZVPD def2/J DEFGRID3
* xyz -1 2
W 2.83 -1.16 -0.63
C 6.52 3.25 -0.38
C 5.07 3.67 -0.22
N 4.21 3.15 -1.27
C 3.69 1.90 -1.28
S 3.69 0.97 0.17
N 3.24 1.48 -2.43
N 2.61 0.28 -2.35
C 1.90 -0.07 -3.37
C 1.74 0.76 -4.59
C 1.22 -1.36 -3.26
C 0.43 -1.84 -4.29
C -0.17 -3.09 -4.17
C 0.04 -3.81 -3.02
C 0.82 -3.26 -2.02
N 1.40 -2.06 -2.13
H 7.13 3.68 0.42
H 6.93 3.59 -1.33
H 6.63 2.17 -0.32
H 4.97 4.76 -0.24
H 4.68 3.34 0.74
H 4.29 3.55 -2.18
H 2.32 1.67 -4.49
H 0.69 1.03 -4.74
H 2.07 0.21 -5.47
H 0.30 -1.25 -5.19
H -0.77 -3.48 -4.98
H -0.38 -4.79 -2.87
H 0.99 -3.80 -1.10
S 7.59 -0.42 0.27
Sb 6.21 -2.18 -0.07
S 4.13 -1.71 1.24
S 4.66 -1.54 -1.95
Se -4.38 0.28 0.63
P -2.73 1.56 0.89
C -3.01 3.22 0.19
C -4.09 3.42 -0.66
C -4.32 4.68 -1.20
C -3.48 5.73 -0.90
C -2.40 5.53 -0.05
C -2.16 4.28 0.49
C -2.29 1.87 2.63
C -3.27 1.79 3.61
C -2.96 2.09 4.93
C -1.67 2.46 5.27
C -0.68 2.53 4.30
C -0.99 2.24 2.98
C -1.17 1.03 0.16
C -0.42 -0.13 0.28
N 0.77 0.13 -0.32
N 0.73 1.37 -0.77
N -0.42 1.93 -0.50
P -0.68 -1.74 0.97
Se 1.29 -2.56 1.27
C -1.74 -2.68 -0.15
C -1.83 -4.06 0.04
C -2.62 -4.82 -0.80
C -3.33 -4.21 -1.83
C -3.22 -2.85 -2.03
C -2.43 -2.08 -1.19
C -1.54 -1.63 2.56
C -2.83 -2.11 2.73
C -3.42 -2.05 3.98
C -2.73 -1.52 5.06
C -1.44 -1.04 4.89
C -0.84 -1.10 3.64
H -4.75 2.59 -0.88
H -5.17 4.83 -1.87
H -3.66 6.71 -1.32
H -1.73 6.35 0.19
H -1.31 4.13 1.14
H -4.27 1.48 3.33
H -3.73 2.02 5.69
H -1.43 2.69 6.30
H 0.33 2.81 4.56
H -0.21 2.28 2.22
H -1.25 -4.54 0.83
H -2.69 -5.89 -0.65
H -3.94 -4.81 -2.49
H -3.76 -2.37 -2.84
H -2.35 -1.01 -1.35
H -3.39 -2.50 1.89
H -4.43 -2.42 4.11
H -3.19 -1.49 6.04
H -0.89 -0.62 5.72
H 0.18 -0.74 3.50
F 4.50 -5.53 -1.25
B 3.28 -4.96 -1.55
F 3.09 -3.78 -0.72
F 2.20 -5.82 -1.25
F 3.19 -4.56 -2.89
*
```

Summary:
energy above the lowest of the compared OMol25 structures with the same formula, charge and spin = 3.9 kcal per mole
max |F| = 0.00984 Eh/bohr
gap between HOMO and LUMO (spin up / spin down) = 5.65 / 5.85 eV
LUMO (spin up / spin down) = 1.56 / 1.38 eV
HOMO (spin up / spin down) = -4.09 / -4.47 eV